# 1
Here is a molecular structure, C21H36MnO2Si from the OMol25 dataset. Energies are from the ωB97M-V functional and the def2-TZVPD basis.

For the HOMO energy (spin up / spin down), the calculation gives -14.0 / -14.2 eV. As for the net charge: +2. Its multiplicity is 4. The value obtained for the electronic energy is -65635.3475 eV. As for the expectation value of S²: 3.966. The value obtained for the strongest force on any atom is 0.50 eV/A.

XYZ file:
```
61
C21H36MnO2Si the ωB97M-V functional and the def2-TZVPD basis
Mn 0.13371 -0.34184 -0.66759
C -1.11262 1.22195 -3.27000
O -1.08438 0.74913 -1.89523
C -2.23993 1.17519 -1.11478
C -1.69233 1.68845 0.18463
O -0.80587 0.65471 0.71152
C -1.17505 0.15552 2.04159
H -2.06251 0.93759 -3.71721
H -0.30338 0.73952 -3.80684
H -0.98609 2.30306 -3.27618
H -2.88742 0.30816 -0.97610
H -2.78450 1.94697 -1.65623
H -2.47685 1.89231 0.91042
H -1.08683 2.58275 0.04132
H -1.31350 1.02033 2.68602
H -0.35247 -0.45852 2.38508
H -2.08720 -0.43165 1.96105
C 0.58309 -1.76701 0.39845
C 0.65902 -2.83848 0.98770
C 0.75744 -4.08469 1.66104
C -0.14930 -5.11151 1.37105
C -0.03916 -6.32066 2.03087
C 0.96579 -6.51018 2.97238
C 1.86799 -5.49310 3.26165
C 1.76900 -4.27813 2.61059
H -0.92529 -4.95391 0.63409
H -0.73495 -7.11882 1.81268
H 1.04713 -7.45949 3.48450
H 2.64658 -5.65058 3.99499
H 2.46603 -3.47898 2.82678
C 1.92497 2.23764 -1.26553
Si 2.42761 0.63315 -0.45536
C 2.99457 -0.64460 -1.72729
C 1.72353 -1.09220 -2.47426
C 3.70770 -1.86174 -1.13767
C 3.91934 0.05930 -2.74047
C 3.16719 0.84087 1.24986
C 3.26972 -0.44119 2.07820
C 2.40621 1.91537 2.03645
C 4.59295 1.35533 0.92603
H 2.84660 2.81836 -1.39171
H 1.25536 2.83919 -0.65088
H 1.49226 2.11633 -2.25870
H 1.00773 -1.68524 -1.84128
H 1.95333 -1.85801 -3.22276
H 1.23051 -0.27638 -3.00925
H 3.09419 -2.39903 -0.41380
H 4.64212 -1.57398 -0.65491
H 3.96073 -2.55366 -1.94504
H 3.44667 0.91072 -3.23282
H 4.20304 -0.65394 -3.51884
H 4.84009 0.40342 -2.26693
H 2.29097 -0.86695 2.30047
H 3.75603 -0.20535 3.02768
H 3.86893 -1.20667 1.58441
H 1.38556 1.60391 2.27142
H 2.36641 2.87167 1.51180
H 2.91909 2.09092 2.98462
H 5.17962 0.63242 0.35360
H 5.12123 1.51925 1.86842
H 4.58852 2.30770 0.39088
```

From a natural (NBO) analysis of the wavefunction, the atomic charges in e read:
1. Mn 1.104
2. C -0.240
3. O -0.640
4. C -0.102
5. C -0.094
6. O -0.554
7. C -0.243
8. H 0.224
9. H 0.209
10. H 0.212
11. H 0.218
12. H 0.242
13. H 0.243
14. H 0.219
15. H 0.217
16. H 0.234
17. H 0.213
18. C -0.564
19. C 0.286
20. C -0.249
21. C -0.149
22. C -0.197
23. C -0.142
24. C -0.216
25. C -0.103
26. H 0.225
27. H 0.240
28. H 0.240
29. H 0.239
30. H 0.213
31. C -1.279
32. Si 1.959
33. C -0.601
34. C -0.630
35. C -0.616
36. C -0.614
37. C -0.607
38. C -0.606
39. C -0.607
40. C -0.625
41. H 0.293
42. H 0.261
43. H 0.252
44. H 0.210
45. H 0.293
46. H 0.221
47. H 0.228
48. H 0.229
49. H 0.234
50. H 0.216
51. H 0.242
52. H 0.235
53. H 0.213
54. H 0.234
55. H 0.223
56. H 0.201
57. H 0.217
58. H 0.243
59. H 0.222
60. H 0.254
61. H 0.221


# 2
Here is a molecular structure, C21H36N6P2Ru from the OMol25 dataset. Energies are from the ωB97M-V functional and the def2-TZVPD basis.

For the HOMO energy (spin up / spin down), the calculation gives -21.0 / -21.0 eV. As for the net charge: +4. For the energy relative to the best compared isomer or geometry (same formula, charge and spin), the calculation gives 1.1669 eV. The value obtained for the electronic energy is -52418.4423 eV. The value obtained for the strongest force on any atom is 4.07 eV/A.

XYZ file:
```
66
C21H36N6P2Ru the ωB97M-V functional and the def2-TZVPD basis
Ru 0.14320 -0.49229 0.37832
C 2.88977 1.51290 4.81424
N 2.68617 0.72778 3.59876
C 3.57267 -0.18050 3.10554
C 3.00992 -0.72508 1.98338
N 1.79179 -0.14090 1.80017
C 1.60483 0.74559 2.79495
P 0.18487 1.87960 3.01798
C 0.05397 2.40790 1.26446
N -0.09161 1.59326 0.20201
C -0.22923 2.36883 -0.91602
C -0.17688 3.67507 -0.51807
N 0.00138 3.68077 0.83630
C 0.09456 4.88344 1.66026
C -1.11994 0.60534 2.83340
N -1.18284 -0.35241 1.89022
C -2.37174 -1.01307 2.06168
C -3.02458 -0.45119 3.11977
N -2.23060 0.55543 3.58771
C -2.55896 1.41573 4.72327
H 3.70817 1.08337 5.38704
H 1.99668 1.50543 5.43498
H 3.15470 2.54224 4.57389
H 4.52960 -0.37890 3.56131
H 3.42923 -1.47111 1.32942
H -0.35973 1.97457 -1.91054
H -0.24636 4.57507 -1.10824
H 0.26379 5.74291 1.01659
H 0.91620 4.80715 2.36922
H -0.83060 5.05209 2.21138
H -2.68174 -1.84421 1.45154
H -3.98554 -0.69613 3.54295
H -3.39270 0.98247 5.26947
H -2.85201 2.41066 4.38843
H -1.71099 1.51016 5.39851
C -0.51082 -5.44517 0.07851
C -0.59176 -4.06538 0.70009
C 0.40988 -3.84106 1.84104
P -0.31694 -2.66862 -0.53612
C -1.46350 -2.80520 -2.02219
C -1.12763 -3.92124 -3.00369
C -2.90812 -2.81743 -1.52324
C 1.50060 -2.59374 -1.02162
C 2.08998 -3.71317 -1.88254
C 1.65695 -1.20243 -1.66039
H -0.63636 -6.17849 0.88453
H 0.45483 -5.66210 -0.37487
H -1.32152 -5.64828 -0.61708
H -1.60910 -3.88426 1.06331
H 1.40622 -4.20400 1.58502
H 0.08600 -4.41090 2.71278
H 0.47083 -2.78560 2.14243
H -1.29592 -1.84097 -2.52529
H -0.98928 -4.89337 -2.53633
H -0.26049 -3.70503 -3.62020
H -1.97993 -4.04124 -3.67853
H -3.20188 -3.78102 -1.10375
H -3.57240 -2.64839 -2.37216
H -3.10940 -2.02508 -0.79858
H 2.03736 -2.60238 -0.06233
H 1.55273 -3.87428 -2.81066
H 2.15424 -4.65372 -1.34077
H 3.11190 -3.42857 -2.14736
H 1.16084 -1.15376 -2.63068
H 2.70806 -0.95538 -1.81755
H 1.24546 -0.35942 -1.01785
```

From a natural (NBO) analysis of the wavefunction, the atomic charges in e read:
1. Ru 0.934
2. C -0.431
3. N -0.252
4. C 0.008
5. C -0.064
6. N -0.413
7. C 0.069
8. P 0.889
9. C 0.086
10. N -0.419
11. C -0.061
12. C 0.011
13. N -0.252
14. C -0.430
15. C 0.086
16. N -0.457
17. C -0.065
18. C 0.006
19. N -0.258
20. C -0.430
21. H 0.274
22. H 0.243
23. H 0.255
24. H 0.290
25. H 0.253
26. H 0.265
27. H 0.292
28. H 0.275
29. H 0.244
30. H 0.254
31. H 0.239
32. H 0.288
33. H 0.272
34. H 0.250
35. H 0.244
36. C -0.633
37. C -0.477
38. C -0.627
39. P 1.412
40. C -0.482
41. C -0.625
42. C -0.635
43. C -0.538
44. C -0.610
45. C -0.508
46. H 0.298
47. H 0.236
48. H 0.249
49. H 0.259
50. H 0.239
51. H 0.286
52. H 0.187
53. H 0.250
54. H 0.241
55. H 0.239
56. H 0.294
57. H 0.245
58. H 0.288
59. H 0.204
60. H 0.251
61. H 0.247
62. H 0.255
63. H 0.276
64. H 0.269
65. H 0.302
66. H 0.117


# 3
Here is 6 unconnected molecules or ions with the total composition C21H36O12 from the OMol25 dataset. Energies are from the ωB97M-V functional and the def2-TZVPD basis.

The structure (SMILES) is C[C@H]1COC(=O)O1.C[C@H]1COC(=O)O1.C[C@H]1COC(=O)O1.CC(C)=O.CC(C)=O.CC(C)=O. For the HOMO energy, the calculation gives -9.5 eV. For the energy relative to the best compared isomer or geometry (same formula, charge and spin), the calculation gives 4.3016 eV. The value obtained for the electronic energy is -46927.6648 eV. The value obtained for the strongest force on any atom is 5.36 eV/A.

XYZ file:
```
69
C21H36O12 the ωB97M-V functional and the def2-TZVPD basis
C -5.61053 2.16677 -7.70822
C -6.45657 1.54751 -6.55986
C -5.82875 0.29733 -5.89823
O -5.34866 0.87513 -4.68148
C -5.71164 2.23059 -4.51540
O -5.36064 3.00348 -3.62192
O -6.56349 2.49374 -5.50788
H -4.55787 2.17201 -7.42541
H -5.84417 3.16839 -8.06914
H -5.67825 1.46381 -8.53849
H -7.38944 1.16390 -6.97302
H -4.93392 0.01761 -6.45423
H -6.53493 -0.45201 -5.54061
C 1.87414 -3.42997 8.98569
C 1.16749 -2.18856 9.22937
C 1.87322 -0.93004 8.80423
O 0.96196 -0.48999 7.76273
C -0.12703 -1.32293 7.61643
O -0.90001 -1.21617 6.67440
O 0.00612 -2.33346 8.44315
H 2.65326 -3.50959 9.74381
H 2.32659 -3.42764 7.99404
H 1.22211 -4.25531 9.27169
H 0.76606 -2.14064 10.24163
H 2.84845 -1.09768 8.34713
H 1.92052 -0.23157 9.63971
C 0.15105 5.06364 -4.22511
C -0.31022 6.50493 -4.50014
C 0.68563 7.43161 -5.27550
O -0.20798 7.79140 -6.35544
C -1.41001 7.27547 -6.24714
O -2.26178 7.38676 -7.13372
O -1.44693 6.39514 -5.29818
H -0.48410 4.22561 -4.51213
H 0.43376 4.86521 -3.19129
H 0.98207 4.84711 -4.89639
H -0.56324 6.74818 -3.46820
H 1.51406 6.74832 -5.46239
H 1.04696 8.26981 -4.67972
C 3.05337 2.20924 1.12318
C 4.48842 2.03337 0.50253
C 4.90182 2.98388 -0.63366
O 5.11528 1.08116 0.80503
H 3.07534 1.63595 2.04998
H 2.29500 1.77230 0.47353
H 2.94631 3.27216 1.33959
H 5.26021 3.92451 -0.21549
H 4.07248 3.02963 -1.33949
H 5.77363 2.62080 -1.17794
C 3.56736 -7.72882 2.73678
C 2.90942 -7.42358 4.09380
C 1.37324 -7.69066 4.14188
O 3.56130 -7.15395 5.10483
H 4.56157 -7.28211 2.74651
H 2.78034 -7.29342 2.12105
H 3.62301 -8.81342 2.64384
H 1.05392 -7.60494 5.18052
H 1.02817 -8.66151 3.78623
H 0.78918 -6.94552 3.60177
C 0.37216 -2.74227 0.43203
C -0.48345 -2.98666 -0.74991
C -1.38382 -1.97499 -1.21124
O -0.38337 -3.98727 -1.42691
H -0.23072 -2.12231 1.09558
H 1.35745 -2.37733 0.14200
H 0.57702 -3.70987 0.89015
H -0.84439 -1.03130 -1.29236
H -2.37133 -2.01760 -0.75180
H -1.74219 -2.14334 -2.22678
```

From a natural (NBO) analysis of the wavefunction, the atomic charges in e read:
1. C -0.634
2. C 0.068
3. C -0.093
4. O -0.525
5. C 0.980
6. O -0.573
7. O -0.485
8. H 0.210
9. H 0.241
10. H 0.211
11. H 0.195
12. H 0.201
13. H 0.203
14. C -0.618
15. C 0.051
16. C -0.089
17. O -0.507
18. C 0.972
19. O -0.588
20. O -0.474
21. H 0.213
22. H 0.224
23. H 0.234
24. H 0.188
25. H 0.198
26. H 0.196
27. C -0.639
28. C 0.050
29. C -0.091
30. O -0.481
31. C 0.965
32. O -0.598
33. O -0.458
34. H 0.247
35. H 0.216
36. H 0.199
37. H 0.192
38. H 0.195
39. H 0.203
40. C -0.723
41. C 0.609
42. C -0.730
43. O -0.531
44. H 0.235
45. H 0.232
46. H 0.216
47. H 0.234
48. H 0.225
49. H 0.233
50. C -0.718
51. C 0.608
52. C -0.740
53. O -0.547
54. H 0.239
55. H 0.224
56. H 0.238
57. H 0.235
58. H 0.232
59. H 0.231
60. C -0.721
61. C 0.569
62. C -0.734
63. O -0.547
64. H 0.225
65. H 0.249
66. H 0.239
67. H 0.227
68. H 0.251
69. H 0.241


# 4
Here is a molecular structure, C21H36P2RuSe from the OMol25 dataset. Energies are from the ωB97M-V functional and the def2-TZVPD basis.

For the HOMO energy (spin up / spin down), the calculation gives -11.7 / -13.3 eV. As for the net charge: +2. For the energy relative to the best compared isomer or geometry (same formula, charge and spin), the calculation gives 7.4659 eV. Its multiplicity is 5. The value obtained for the electronic energy is -108839.0481 eV. As for the expectation value of S²: 6.406. The value obtained for the strongest force on any atom is 8.51 eV/A.

XYZ file:
```
61
C21H36P2RuSe the ωB97M-V functional and the def2-TZVPD basis
P 2.21662 0.01625 -1.64344
P 1.78246 -1.10513 1.77082
C 3.46391 -0.92248 -0.58185
C 2.89003 -1.86312 0.48499
H 4.10793 -0.15940 -0.11895
H 4.10412 -1.50187 -1.26111
H 2.38700 -2.72669 0.02528
H 3.73216 -2.27673 1.05813
C 3.00793 -0.64641 3.06120
H 2.50741 -0.40431 4.00688
H 3.59924 0.22607 2.74838
H 3.69552 -1.48725 3.22545
C 0.85642 -2.45359 2.56559
H 1.54891 -3.03595 3.19315
H 0.40868 -3.15225 1.84606
H 0.06214 -2.05663 3.21254
C 3.01429 1.41406 -2.67473
H 2.42751 1.59154 -3.58633
H 4.03378 1.12872 -2.96193
H 3.11622 2.38060 -2.16337
C 2.82252 -1.02367 -3.20913
H 2.77427 -2.10184 -3.00434
H 3.86319 -0.78861 -3.45551
H 2.19157 -0.80135 -4.08178
Ru -3.21380 0.05209 1.05987
C 1.77280 0.56837 0.99844
C 2.00540 1.26974 -0.30969
C 0.84132 2.15664 -0.80200
C -0.11500 1.42868 -1.82152
C 0.42370 0.15117 -2.38796
C 0.82120 -1.07853 -1.67754
C 0.08495 -1.23777 -0.33222
C 0.25247 -0.09587 0.72127
C -3.31965 -0.13558 -0.93486
H 1.73217 1.30731 1.80239
H 2.93833 1.84508 -0.25355
H 1.24133 3.04948 -1.29994
H 0.26366 2.52646 0.05135
H -1.12714 1.28657 -1.40255
H -0.25635 2.13517 -2.66086
H 0.34156 0.07819 -3.47722
H 0.90427 -2.01147 -2.24268
H 0.35054 -2.22616 0.07897
H -0.99917 -1.32730 -0.50563
H -0.34637 0.75927 0.40459
H -0.32250 -0.30971 1.64417
H -4.23304 -0.70620 -1.15774
H -2.44693 -0.52050 -1.45662
H -3.49807 0.91423 -1.22767
Se -2.22133 1.44863 3.00488
C -4.02900 1.39196 2.47910
C -4.59391 2.36697 1.60649
C -5.39069 1.90106 0.58475
C -5.63297 0.52518 0.47154
C -5.41372 -0.33079 1.57846
C -4.79262 0.20526 2.71666
H -4.27331 3.39848 1.69418
H -5.78422 2.58105 -0.16908
H -6.12293 0.12364 -0.41198
H -5.77618 -1.35509 1.55660
H -4.67864 -0.38568 3.62160
```

From a natural (NBO) analysis of the wavefunction, the atomic charges in e read:
1. P 1.470
2. P 1.650
3. C -0.712
4. C -0.732
5. H 0.243
6. H 0.263
7. H 0.237
8. H 0.277
9. C -0.953
10. H 0.269
11. H 0.258
12. H 0.264
13. C -0.957
14. H 0.303
15. H 0.267
16. H 0.287
17. C -0.779
18. H 0.256
19. H 0.271
20. H 0.245
21. C -0.869
22. H 0.216
23. H 0.236
24. H 0.225
25. Ru 0.687
26. C -0.537
27. C -0.527
28. C -0.424
29. C -0.500
30. C -0.132
31. C -0.422
32. C -0.442
33. C -0.661
34. C -1.030
35. H 0.263
36. H 0.270
37. H 0.254
38. H 0.252
39. H 0.289
40. H 0.267
41. H 0.277
42. H 0.312
43. H 0.229
44. H 0.298
45. H 0.327
46. H 0.309
47. H 0.232
48. H 0.175
49. H 0.224
50. Se -0.122
51. C -0.242
52. C -0.240
53. C -0.190
54. C -0.228
55. C -0.263
56. C -0.225
57. H 0.257
58. H 0.250
59. H 0.249
60. H 0.264
61. H 0.262


- Which of these has the lowest electronic energy?
  C21H36P2RuSe


- Which formula does entry 4 have?
  C21H36P2RuSe


- Which of these has the lowest strongest force on any atom?
  C21H36MnO2Si